1.
A 2-piece molecular cluster, CHClN2O overall. Source: OMol25; level of theory: ωB97M-V/def2-TZVPD.

Summary:
- Highest occupied orbital energy: -9.4 eV
- Relative energy (zero: lowest compared OMol25 entry of this formula, charge and spin): 1.8 kcal/mol
- Electronic energy: -683.60637 a.u.
- LUMO level: 0.63 eV

```
! wB97M-V def2-TZVPD RIJCOSX def2/J DEFGRID3
* xyz 0 1
Cl 1.8838 -1.4533 -0.5950
O 1.0179 0.8384 -0.5931
N -3.0233 -0.9770 0.4012
N -2.3608 -0.1346 0.6170
C 1.6191 0.0306 0.2062
H 0.8633 1.6959 -0.0364
*
```

Atomic partial charges in e from the Löwdin method, atoms 1 to 5: 0.59 -0.13 0.01 0.01 -0.63

=====

2.
A 2-piece molecular cluster, CHClNO2S overall. Source: OMol25; level of theory: ωB97M-V/def2-TZVPD.

Summary:
- Highest occupied orbital energy: -3.2 eV
- Relative energy (zero: lowest compared OMol25 entry of this formula, charge and spin): 50.1 kcal/mol
- Electronic energy: -1102.31355 a.u.
- LUMO level: 3.72 eV

```
! wB97M-V def2-TZVPD RIJCOSX def2/J DEFGRID3
* xyz -1 1
Cl -0.6626 0.8589 2.5699
S 0.0696 1.2736 -0.2397
O -1.5523 3.2323 0.8993
O 0.2371 3.6740 2.1849
N -0.4773 0.1688 0.8028
C -0.5879 3.3021 1.4898
H -1.1219 1.9905 -0.7135
*
```

Atomic partial charges in e from the Löwdin method, atoms 1 to 5: 0.21 0.43 0.06 0.13 -0.95

=====

3.
An isolated ion of composition CHClNO2S and charge +1. Source: OMol25; level of theory: ωB97M-V/def2-TZVPD.

Summary:
- Highest occupied orbital energy (spin up / spin down): -15.1 / -16.1 eV
- Relative energy (zero: lowest compared OMol25 entry of this formula, charge and spin): 106.0 kcal/mol
- Electronic energy: -1101.79899 a.u.
- LUMO level (spin up / spin down): -8.71 / -7.40 eV

```
! wB97M-V def2-TZVPD RIJCOSX def2/J DEFGRID3
* xyz 1 1
Cl -1.9631 2.2749 0.6258
S 2.3134 -0.6676 -0.2555
O 2.7013 -1.6017 -1.2410
O 0.6994 -0.2881 -0.5641
N -0.3019 -0.2460 0.1554
C -1.2997 0.4783 0.4478
H -2.1492 0.0500 0.8316
*
```

Atomic partial charges in e from the Löwdin method, atoms 1 to 5: 0.59 1.20 -0.33 -0.26 0.01

=====

4.
CHCoO3 as an isolated structure. Source: OMol25; level of theory: ωB97M-V/def2-TZVPD.

Summary:
- Highest occupied orbital energy (spin up / spin down): -14.2 / -17.3 eV
- Relative energy (zero: lowest compared OMol25 entry of this formula, charge and spin): 57.6 kcal/mol
- Electronic energy: -1646.64048 a.u.
- ⟨S²⟩: 8.7765
- LUMO level (spin up / spin down): -5.69 / -11.10 eV

```
! wB97M-V def2-TZVPD RIJCOSX def2/J DEFGRID3
* xyz 1 6
Co -0.8703 -0.6903 1.7190
O -0.7913 0.3331 -0.1050
O 0.8361 -0.7993 0.7508
O 1.0044 0.3445 -1.2003
C 0.4010 -0.3254 -0.3401
H -0.5798 1.1374 -0.8244
*
```

Atomic partial charges in e from the Löwdin method, atoms 1 to 5: 1.21 -0.08 0.02 0.22 -0.65

=====

5.
CHCrO2 as an isolated structure. Source: OMol25; level of theory: ωB97M-V/def2-TZVPD.

Summary:
- Highest occupied orbital energy (spin up / spin down): -14.4 / -14.5 eV
- Relative energy (zero: lowest compared OMol25 entry of this formula, charge and spin): 60.9 kcal/mol
- Electronic energy: -1233.19625 a.u.
- ⟨S²⟩: 6.0509
- LUMO level (spin up / spin down): -7.86 / -6.83 eV

```
! wB97M-V def2-TZVPD RIJCOSX def2/J DEFGRID3
* xyz 1 5
Cr -1.2932 0.1086 -0.2373
O 0.2942 -0.9749 0.6132
O 0.6282 0.9354 -0.3225
C 1.1714 -0.2476 0.0863
H 1.6130 1.1013 0.4081
*
```

How positive or negative is each atom? The Löwdin charges in e answer that: 1.35 -0.10 -0.18 -0.35 0.28

=====

6.
CHCuLiO2 as an isolated structure. Source: OMol25; level of theory: ωB97M-V/def2-TZVPD.

Summary:
- Highest occupied orbital energy: -14.4 eV
- Relative energy (zero: lowest compared OMol25 entry of this formula, charge and spin): 17.6 kcal/mol
- Electronic energy: -1836.94227 a.u.
- LUMO level: -5.08 eV

```
! wB97M-V def2-TZVPD RIJCOSX def2/J DEFGRID3
* xyz 1 1
Cu -0.0744 2.0869 0.4351
O 0.2319 0.0253 -0.5473
O -0.3401 0.2042 1.5421
C -0.2873 -0.4848 0.5105
Li 0.2676 -0.3128 -2.3433
H 0.2023 -1.5188 0.4030
*
```

Atomic partial charges in e from the Löwdin method, atoms 1 to 5: 0.70 -0.26 0.00 -0.48 0.86

=====

7.
A 2-piece molecular cluster, CHF2NO3 overall. Source: OMol25; level of theory: ωB97M-V/def2-TZVPD.

Summary:
- Highest occupied orbital energy (spin up / spin down): -11.0 / -11.0 eV
- Relative energy (zero: lowest compared OMol25 entry of this formula, charge and spin): 118.3 kcal/mol
- Electronic energy: -518.64745 a.u.
- LUMO level (spin up / spin down): -3.08 / -3.08 eV

```
! wB97M-V def2-TZVPD RIJCOSX def2/J DEFGRID3
* xyz 0 1
F -1.7603 1.2103 1.0272
F -1.7209 1.3656 -1.1771
O -3.0018 -0.9226 1.0252
O -3.1691 -0.9063 -1.1806
O 0.3029 -0.4466 0.3549
N -2.7549 -0.5245 -0.1000
C -1.7850 0.5872 -0.1271
H 0.7926 0.2379 0.8304
*
```

Atomic partial charges in e from the Löwdin method, atoms 1 to 5: 0.18 0.23 0.15 0.14 -0.16

=====

8.
A 3-piece molecular cluster, CHF2NS overall. Source: OMol25; level of theory: ωB97M-V/def2-TZVPD.

Summary:
- Highest occupied orbital energy (spin up / spin down): -10.1 / -10.1 eV
- Relative energy (zero: lowest compared OMol25 entry of this formula, charge and spin): 70.7 kcal/mol
- Electronic energy: -691.09576 a.u.
- LUMO level (spin up / spin down): -2.70 / -2.75 eV

```
! wB97M-V def2-TZVPD RIJCOSX def2/J DEFGRID3
* xyz 0 1
S 2.1224 -1.2617 -1.7891
F 1.2775 -0.0532 1.8410
F 1.0898 2.5441 1.0611
N 2.0187 1.7706 0.5594
C 2.7720 1.0228 0.1179
H 1.9833 -0.4019 1.3369
*
```

Atomic partial charges in e from the Löwdin method, atoms 1 to 5: 0.07 -0.09 0.11 -0.08 -0.03

=====

9.
An isolated ion of composition CHF2O3S and charge -1. Source: OMol25; level of theory: ωB97M-V/def2-TZVPD.

Summary:
- Highest occupied orbital energy: -5.2 eV
- Relative energy (zero: lowest compared OMol25 entry of this formula, charge and spin): 10.8 kcal/mol
- Electronic energy: -862.41155 a.u.
- LUMO level: 3.87 eV

```
! wB97M-V def2-TZVPD RIJCOSX def2/J DEFGRID3
* xyz -1 1
S 0.3470 -1.7901 0.0169
F -1.6685 1.5935 -0.0096
F 0.4718 1.7781 -0.6864
O 0.3221 -1.1779 1.3479
O -0.4970 -0.2560 -0.8403
O 1.6541 -1.6788 -0.6640
C -0.4160 0.9571 -0.1329
H -0.2134 0.5742 0.9684
*
```

Atomic partial charges in e from the Löwdin method, atoms 1 to 5: 0.75 -0.03 0.07 -0.55 -0.32

=====

10.
A 2-piece molecular cluster, CHF3N2O overall. Source: OMol25; level of theory: ωB97M-V/def2-TZVPD.

Summary:
- Highest occupied orbital energy: -12.1 eV
- SMILES string: F/N=N\F.O=CF
- Relative energy (zero: lowest compared OMol25 entry of this formula, charge and spin): 76.5 kcal/mol
- Electronic energy: -522.86498 a.u.
- LUMO level: -0.76 eV

```
! wB97M-V def2-TZVPD RIJCOSX def2/J DEFGRID3
* xyz 0 1
F -0.6010 0.7782 -1.6470
F -1.3516 -0.7662 1.3937
F 1.8619 1.5298 -1.0315
O 0.6324 -0.8134 0.5993
N -0.2601 1.4390 -0.3869
N 0.7987 1.6633 -0.0554
C -0.3586 -1.3742 0.7704
H -0.7217 -2.4565 0.3574
*
```

Atomic partial charges in e from the Löwdin method, atoms 1 to 5: -0.06 0.07 -0.05 0.11 0.05

=====

11.
One molecule with the formula CHF3N2O3. Source: OMol25; level of theory: ωB97M-V/def2-TZVPD.

Summary:
- Highest occupied orbital energy: -11.9 eV
- SMILES string: O=[N+]([O-])N(O)C(F)(F)F
- Relative energy (zero: lowest compared OMol25 entry of this formula, charge and spin): 11.9 kcal/mol
- Electronic energy: -673.34281 a.u.
- LUMO level: -0.82 eV

```
! wB97M-V def2-TZVPD RIJCOSX def2/J DEFGRID3
* xyz 0 1
F 0.0924 2.1046 0.4092
F -1.6029 0.8265 0.7366
F 0.0794 0.7550 2.0699
O 0.2543 -1.5471 0.7945
O -0.2699 0.7233 -1.9322
O 0.3513 -1.3340 -1.8079
N 0.3789 -0.0856 0.0062
N 0.0995 -0.2575 -1.3771
C -0.2755 0.8941 0.8061
H 0.8924 -2.0792 0.2948
*
```

Atomic partial charges in e from the Löwdin method, atoms 1 to 5: 0.18 0.18 0.19 0.05 0.15

=====

12.
An isolated ion of composition CHF3N3 and charge +1. Source: OMol25; level of theory: ωB97M-V/def2-TZVPD.

Summary:
- Highest occupied orbital energy: -16.8 eV
- SMILES string: FC1=NN1[NH+](F)F
- Relative energy (zero: lowest compared OMol25 entry of this formula, charge and spin): 66.3 kcal/mol
- Electronic energy: -501.94500 a.u.
- LUMO level: -5.50 eV

```
! wB97M-V def2-TZVPD RIJCOSX def2/J DEFGRID3
* xyz 1 1
F 0.5955 -0.3609 -2.4013
F 0.7477 -1.2840 0.7228
F 0.5003 0.6288 1.7650
N -0.1610 -0.3432 1.0542
N -0.0423 1.3863 -0.7954
N -0.7960 0.2384 -0.4308
C 0.1580 0.3089 -1.4745
H -1.0022 -0.5743 1.5601
*
```

Atomic partial charges in e from the Löwdin method, atoms 1 to 5: 0.35 0.14 0.13 0.01 0.29

=====

13.
CHF3NO5S2Y as an isolated structure. Source: OMol25; level of theory: ωB97M-V/def2-TZVPD.

Summary:
- Highest occupied orbital energy: -9.3 eV
- Electronic energy: -1603.93176 a.u.
- LUMO level: -2.85 eV

```
! wB97M-V def2-TZVPD RIJCOSX def2/J DEFGRID3
* xyz 0 1
Y -1.5542 1.2002 1.7288
S 0.0115 -1.1035 1.7203
S -0.7874 -0.6589 -0.9809
F 1.6904 -0.9395 -2.1285
F 0.2891 0.2793 -3.2117
F 1.2193 1.0601 -1.4339
O 1.4721 -0.8484 1.9756
O -0.2468 2.6629 2.3610
O -0.4367 -2.3327 2.4455
O -1.4165 0.5885 -0.3840
O -1.6314 -1.2679 -2.0075
N 0.0063 -1.4991 0.0566
C 0.7305 -0.0346 -2.0021
H 0.6537 2.8936 1.8608
*
```

Atomic partial charges in e from the Löwdin method, atoms 1 to 5: 1.65 0.47 0.62 0.16 0.13

=====

14.
A 3-piece molecular cluster, CHFN2O3 overall. Source: OMol25; level of theory: ωB97M-V/def2-TZVPD.

Summary:
- Highest occupied orbital energy (spin up / spin down): -7.3 / -7.2 eV
- Relative energy (zero: lowest compared OMol25 entry of this formula, charge and spin): 79.8 kcal/mol
- Electronic energy: -473.56979 a.u.
- LUMO level (spin up / spin down): -0.31 / -0.18 eV

```
! wB97M-V def2-TZVPD RIJCOSX def2/J DEFGRID3
* xyz 0 1
F 0.7800 -0.5860 1.6308
O -0.9215 0.6992 0.9699
O -2.3146 -1.4019 0.0269
O -3.3856 0.8764 0.3970
N -1.2146 -1.7607 0.0592
N -2.4763 0.5526 -0.2056
C 0.1559 0.2199 0.7697
H 0.7794 0.3970 -0.0259
*
```

Atomic partial charges in e from the Löwdin method, atoms 1 to 5: 0.08 0.01 -0.09 0.08 0.06

=====

15.
One molecule with the formula CHFO3. Source: OMol25; level of theory: ωB97M-V/def2-TZVPD.

Summary:
- Highest occupied orbital energy (spin up / spin down): -6.0 / -12.0 eV
- Relative energy (zero: lowest compared OMol25 entry of this formula, charge and spin): 91.0 kcal/mol
- Electronic energy: -363.97117 a.u.
- ⟨S²⟩: 2.0065
- LUMO level (spin up / spin down): 0.41 / -3.73 eV

```
! wB97M-V def2-TZVPD RIJCOSX def2/J DEFGRID3
* xyz 0 3
F -0.6770 1.2641 0.1429
O 0.4536 -0.9044 0.2269
O 1.4757 -0.0135 0.4670
O -1.9461 -0.5225 -0.3692
C -1.0098 0.0112 -0.0085
H 1.7036 0.1651 -0.4591
*
```

Atomic partial charges in e from the Löwdin method, atoms 1 to 5: 0.14 -0.03 0.06 0.22 -0.51

=====

16.
One molecule with the formula CHFOS2. Source: OMol25; level of theory: ωB97M-V/def2-TZVPD.

Summary:
- Highest occupied orbital energy: -9.0 eV
- SMILES string: O=[SH]#S#CF
- Relative energy (zero: lowest compared OMol25 entry of this formula, charge and spin): 86.3 kcal/mol
- Electronic energy: -1010.02665 a.u.
- LUMO level: -0.13 eV

```
! wB97M-V def2-TZVPD RIJCOSX def2/J DEFGRID3
* xyz 0 1
S 1.1188 -0.3110 0.7090
S -0.4577 1.0616 0.3930
F -2.4609 0.2353 -0.7420
O 0.9271 -1.3339 -0.3108
C -1.3109 -0.1556 -0.3488
H 2.1836 0.5036 0.2995
*
```

Atomic partial charges in e from the Löwdin method, atoms 1 to 5: 0.58 0.66 -0.04 -0.62 -0.55

=====

17.
A 2-piece molecular cluster, CHI3O overall. Source: OMol25; level of theory: ωB97M-V/def2-TZVPD.

Summary:
- Highest occupied orbital energy: -9.4 eV
- SMILES string: O=CI.II
- Relative energy (zero: lowest compared OMol25 entry of this formula, charge and spin): 4.2 kcal/mol
- Electronic energy: -1007.01531 a.u.
- LUMO level: -1.62 eV

```
! wB97M-V def2-TZVPD RIJCOSX def2/J DEFGRID3
* xyz 0 1
I -2.4736 0.3785 -4.9206
I 1.5085 1.3325 -1.3117
I -3.7248 0.8583 -2.6312
O 0.2741 0.4104 1.2419
C 1.3312 0.8045 0.8006
H 2.2251 0.8865 1.4483
*
```

Atomic partial charges in e from the Löwdin method, atoms 1 to 5: -0.01 0.68 0.00 -0.06 -0.68

=====

18.
A 2-piece molecular cluster, CHIOS overall. Source: OMol25; level of theory: ωB97M-V/def2-TZVPD.

Summary:
- Highest occupied orbital energy: -10.1 eV
- SMILES string: O=C=S.I
- Relative energy (zero: lowest compared OMol25 entry of this formula, charge and spin): 0.0 kcal/mol
- Electronic energy: -809.83329 a.u.
- LUMO level: 0.42 eV

```
! wB97M-V def2-TZVPD RIJCOSX def2/J DEFGRID3
* xyz 0 1
I 1.6906 0.7383 -1.4519
S 0.0703 -0.5465 2.2645
O -1.4654 -0.9701 0.0960
C -0.8547 -0.9254 1.0848
H 0.5591 1.7037 -1.9934
*
```

How positive or negative is each atom? The Löwdin charges in e answer that: 0.43 0.76 0.07 -0.91 -0.36

=====

19.
CHLiO2Pb as an isolated structure. Source: OMol25; level of theory: ωB97M-V/def2-TZVPD.

Summary:
- Highest occupied orbital energy: -19.4 eV
- Relative energy (zero: lowest compared OMol25 entry of this formula, charge and spin): 103.2 kcal/mol
- Electronic energy: -388.75237 a.u.
- LUMO level: -11.78 eV

```
! wB97M-V def2-TZVPD RIJCOSX def2/J DEFGRID3
* xyz 2 1
Pb 0.2356 1.8769 0.0060
O -1.5255 0.5273 0.0012
O 0.3909 -0.3733 -0.3437
C -0.7866 -0.3632 0.2698
Li 2.1401 -0.3269 0.3956
H -0.4545 -1.3408 -0.3289
*
```

Atomic partial charges in e from the Löwdin method, atoms 1 to 5: 1.81 -0.03 -0.33 -0.50 0.83

=====

20.
CHLiO2Pt as an isolated structure. Source: OMol25; level of theory: ωB97M-V/def2-TZVPD.

Summary:
- Highest occupied orbital energy (spin up / spin down): -20.9 / -22.3 eV
- Relative energy (zero: lowest compared OMol25 entry of this formula, charge and spin): 79.5 kcal/mol
- Electronic energy: -315.03355 a.u.
- ⟨S²⟩: 2.0068
- LUMO level (spin up / spin down): -11.75 / -14.36 eV

```
! wB97M-V def2-TZVPD RIJCOSX def2/J DEFGRID3
* xyz 2 3
Pt 0.0008 1.6860 0.0311
O 0.4930 -0.1184 -0.2689
O -1.5023 0.5016 -0.0202
C -0.7037 -0.3419 0.3100
Li 2.2111 -0.5162 0.2686
H -0.4989 -1.2112 -0.3205
*
```

Atomic partial charges in e from the Löwdin method, atoms 1 to 5: 1.52 -0.31 0.05 -0.36 0.89

=====

Number 1: molar mass 92.48 g/mol. Number 2: molar mass 126.54 g/mol. Number 3: molar mass 126.54 g/mol. Number 4: molar mass 119.95 g/mol. Number 5: molar mass 97.01 g/mol. Number 6: molar mass 115.50 g/mol. Number 7: molar mass 113.02 g/mol. Number 8: molar mass 97.09 g/mol. Number 9: molar mass 131.08 g/mol. Number 10: molar mass 114.03 g/mol. Number 11: molar mass 146.02 g/mol. Number 12: molar mass 112.03 g/mol. Number 13: molar mass 317.06 g/mol. Number 14: molar mass 108.03 g/mol. Number 15: molar mass 80.01 g/mol. Number 16: molar mass 112.15 g/mol. Number 17: molar mass 409.73 g/mol. Number 18: molar mass 187.99 g/mol. Number 19: molar mass 259.16 g/mol. Number 20: molar mass 247.04 g/mol.